Density functional theory data (wB97M-V/def2-TZVPD) for 2 unconnected molecules or ions with the total composition C4H8NO in a non-equilibrium geometry.

Last columns: bonded neighbours and bond lengths (Å).
CARTESIAN COORDINATES (ANGSTROEM)
1 C -1.55383 1.00322 -0.60767  C2 1.298, C3 1.394
2 C -2.42508 1.95955 -0.50203  C1 1.298, H7 1.142, H8 1.051
3 C -0.54273 0.04449 -0.65303  C1 1.394, H9 1.099, H10 1.088, H14 1.141
4 C 1.57201 -0.94983 1.31368  N5 1.340, O6 1.222, H11 1.116
5 N 2.23740 -1.40556 0.24392  C4 1.340, H12 1.028, H13 0.979
6 O 0.35968 -1.04787 1.43455  C4 1.222
7 H -2.81172 2.65528 -1.32047  C2 1.142
8 H -2.87227 2.19146 0.41999  C2 1.051
9 H -1.04123 -0.58356 -1.40424  C3 1.099
10 H 0.28833 0.61231 -1.06703  C3 1.088
11 H 2.17751 -0.41419 2.08322  C4 1.116
12 H 3.15633 -1.82827 0.42821  N5 1.028
13 H 1.72194 -1.57702 -0.57022  N5 0.979
14 H -0.26633 -0.66000 0.20112  C3 1.141

## Properties
F_max: 4.005 eV/A
Total charge: +1
HOMO energy: -14.93 eV
LUMO level: -5.87 eV
Energy above the lowest of the compared OMol25 structures with the same formula, charge and spin: 319.3 kJ/mol

Density functional theory data (wB97M-V/def2-TZVPD) for a single CH2O2 molecule in a non-equilibrium geometry.

Last columns: bonded neighbours and bond lengths (Å).
CARTESIAN COORDINATES (ANGSTROEM)
1 O -1.32966 -0.30777 -0.06616  C2 1.160
2 C -0.32726 0.27253 0.00008  O1 1.160, O3 1.317, H4 1.034
3 O 0.92385 -0.12770 -0.08877  C2 1.317, H5 1.045
4 H -0.26322 1.30434 -0.00034  C2 1.034
5 H 0.99629 -1.14140 0.15519  O3 1.045

## Properties
F_max: 4.556 eV/A
Total charge: 0
HOMO energy: -11.03 eV
LUMO level: 0.71 eV
Energy above the lowest of the compared OMol25 structures with the same formula, charge and spin: 39.1 kJ/mol
SMILES string: O=CO

Density functional theory data (wB97M-V/def2-TZVPD) for 2 unconnected molecules or ions with the total composition CH3ClN2S in a non-equilibrium geometry.

Last columns: bonded neighbours and bond lengths (Å).
CARTESIAN COORDINATES (ANGSTROEM)
1 C -0.09271 -0.96176 0.54895  N2 1.230, Cl5 1.659
2 N -1.19444 -0.53610 0.20432  C1 1.230, H6 1.017
3 N 0.69568 1.29037 -0.95249  S4 1.665, H7 1.021, H8 1.019
4 S 1.75916 0.02545 -0.74922  N3 1.665
5 Cl 0.36870 -1.97595 1.77746  C1 1.659
6 H -2.02717 -0.89508 0.66434  N2 1.017
7 H 0.71483 2.19885 -0.48693  N3 1.021
8 H -0.22405 0.85423 -1.00643  N3 1.019

## Properties
F_max: 3.414 eV/A
Total charge: 0
HOMO energy (alpha / beta): -8.15 / -8.15 eV
LUMO level (alpha / beta): -0.68 / -0.68 eV
Energy above the lowest of the compared OMol25 structures with the same formula, charge and spin: 234.2 kJ/mol

What is the F_max in the third record?
3.414 eV/A